{
  "formula": "C30H80Br15N16O17P3",
  "method": "ωB97M-V/def2-TZVPD",
  "elements": ["C", "N", "O", "O", "H", "H", "H", "C", "N", "O", "O", "H", "H", "H", "C", "N", "O", "O", "H", "H", "H", "C", "N", "O", "O", "H", "H", "H", "C", "N", "O", "O", "H", "H", "H", "C", "N", "O", "O", "H", "H", "H", "C", "N", "O", "O", "H", "H", "H", "O", "P", "N", "C", "C", "N", "C", "C", "N", "C", "C", "H", "H", "H", "H", "H", "H", "H", "H", "H", "H", "H", "H", "H", "H", "H", "H", "H", "H", "O", "P", "N", "C", "C", "N", "C", "C", "N", "C", "C", "H", "H", "H", "H", "H", "H", "H", "H", "H", "H", "H", "H", "H", "H", "H", "H", "H", "H", "O", "P", "N", "C", "C", "N", "C", "C", "N", "C", "C", "H", "H", "H", "H", "H", "H", "H", "H", "H", "H", "H", "H", "H", "H", "H", "H", "H", "H", "C", "Br", "Br", "Br", "H", "C", "Br", "Br", "Br", "H", "C", "Br", "Br", "Br", "H", "C", "Br", "Br", "Br", "H", "C", "Br", "Br", "Br", "H"],
  "positions_angstrom": [[-20.062550, -15.511220, 10.995990], [-20.068630, -16.526070, 9.902610], [-21.106320, -16.987670, 9.548310], [-19.039480, -16.906500, 9.467340], [-20.678730, -15.860520, 11.824500], [-20.347300, -14.543370, 10.583330], [-19.084510, -15.463920, 11.474840], [-23.410690, -18.554950, 10.698440], [-24.195410, -17.468700, 11.344200], [-25.310570, -17.750620, 11.746440], [-23.824980, -16.299980, 11.398060], [-22.353580, -18.463330, 10.947900], [-23.551080, -18.474690, 9.620500], [-23.892210, -19.511380, 10.902100], [-27.015090, -11.433980, 16.346970], [-26.336410, -12.697970, 15.860090], [-27.061570, -13.512200, 15.255210], [-25.224830, -12.916380, 16.362420], [-27.441190, -11.625820, 17.331720], [-27.754330, -11.244480, 15.568690], [-26.320610, -10.593860, 16.346150], [-21.214030, -10.745140, 8.257670], [-20.094210, -11.332160, 7.446920], [-19.414540, -10.659740, 6.704600], [-19.710110, -12.456450, 7.756320], [-22.102490, -11.338860, 8.042650], [-21.400110, -9.698270, 8.017780], [-20.884290, -10.972910, 9.271320], [-24.408990, -4.335980, 13.826160], [-23.255400, -4.891460, 13.070560], [-23.146390, -6.117890, 12.961720], [-22.505700, -4.090920, 12.512110], [-25.133280, -5.117320, 14.056430], [-24.851930, -3.690420, 13.067780], [-23.886900, -3.877070, 14.665760], [-21.665340, -5.603340, 9.916440], [-21.059500, -6.326150, 8.763340], [-21.111960, -7.542000, 8.705360], [-20.483680, -5.596060, 7.976780], [-21.317900, -4.570260, 9.905590], [-21.268620, -6.140010, 10.778240], [-22.748770, -5.642870, 9.803710], [-17.002060, -12.543230, 10.341610], [-15.974880, -13.148050, 11.267830], [-16.102760, -12.881810, 12.453270], [-15.133300, -13.919900, 10.762700], [-16.856960, -12.729420, 9.277470], [-17.154910, -11.489060, 10.572790], [-17.946550, -13.014580, 10.613420], [-19.981220, -12.361250, 11.684210], [-20.590970, -11.678770, 12.819180], [-19.629920, -11.646380, 14.158710], [-20.163960, -11.119940, 15.395330], [-18.587680, -12.701710, 14.349810], [-22.036760, -12.358870, 13.392710], [-22.302690, -13.832630, 13.475670], [-22.956410, -11.608380, 14.290870], [-20.797820, -9.972590, 12.606950], [-19.671550, -9.009650, 12.548610], [-21.945560, -9.504710, 11.864820], [-20.770380, -10.227690, 15.239690], [-19.411370, -10.802910, 16.117280], [-20.766650, -11.928770, 15.808440], [-19.004370, -13.410690, 15.065220], [-17.720290, -12.200580, 14.779470], [-18.253240, -13.223300, 13.453050], [-21.422240, -14.388500, 13.153320], [-22.503530, -14.208270, 14.478990], [-23.102940, -14.043930, 12.766400], [-23.942250, -12.015480, 14.066180], [-22.744060, -11.779280, 15.346240], [-22.812890, -10.538260, 14.141380], [-19.180690, -9.247420, 11.604870], [-20.096540, -8.010360, 12.454230], [-18.995940, -9.034970, 13.403600], [-21.666190, -9.207480, 10.854030], [-22.333600, -8.605560, 12.343420], [-22.748880, -10.239980, 11.818230], [-19.734800, -12.377680, 18.587990], [-20.778640, -12.887360, 19.489240], [-20.566080, -14.502090, 20.057600], [-19.237530, -14.941640, 20.553690], [-21.599530, -15.453600, 20.386210], [-22.340560, -12.987450, 18.757850], [-23.224510, -11.783640, 18.656360], [-22.574800, -13.937330, 17.720850], [-21.002380, -12.063740, 20.968390], [-22.063510, -12.458600, 21.923380], [-20.621760, -10.654820, 21.027570], [-19.111450, -15.977170, 20.237650], [-19.218220, -14.881110, 21.641840], [-18.380440, -14.528750, 20.021690], [-21.585500, -15.820050, 21.412660], [-21.384840, -16.317940, 19.757770], [-22.568680, -15.099720, 20.034610], [-24.246520, -12.160540, 18.617190], [-23.138980, -11.155730, 19.543220], [-23.047480, -11.219080, 17.740920], [-21.884990, -14.781090, 17.739320], [-23.625460, -14.226160, 17.748610], [-22.361330, -13.496310, 16.747180], [-21.691080, -13.402470, 22.321510], [-22.283130, -11.726250, 22.700250], [-23.017110, -12.656930, 21.434070], [-20.243170, -10.371130, 22.009560], [-21.447430, -9.982590, 20.794150], [-19.815530, -10.568270, 20.299160], [-18.685640, -5.551560, 10.496400], [-17.514650, -5.718360, 9.590710], [-17.112560, -7.384570, 9.244440], [-16.297920, -8.265220, 10.132030], [-18.102960, -8.077740, 8.425770], [-16.066710, -5.008100, 10.262520], [-16.232410, -4.240940, 11.523370], [-14.766450, -4.914490, 9.602200], [-17.601910, -4.901440, 8.043440], [-18.264810, -3.539710, 7.992810], [-16.588610, -5.113200, 7.020370], [-16.773500, -8.273660, 11.112780], [-15.306140, -7.947140, 10.453440], [-16.219850, -9.274480, 9.727790], [-18.418870, -7.543220, 7.529890], [-18.960590, -8.318070, 9.054100], [-17.650310, -9.045240, 8.208610], [-16.650500, -3.276220, 11.235950], [-16.974300, -4.685870, 12.186490], [-15.374290, -4.220280, 12.195150], [-14.362820, -5.878220, 9.291700], [-14.820680, -4.206270, 8.775410], [-14.116460, -4.409280, 10.316610], [-18.376630, -3.256750, 6.946130], [-19.248310, -3.556520, 8.462450], [-17.685150, -2.766360, 8.496810], [-15.913390, -4.269460, 6.877930], [-17.021340, -5.269760, 6.032270], [-16.075150, -6.059100, 7.192760], [-19.197300, -5.788720, 14.055980], [-17.366820, -6.561690, 14.562590], [-19.487380, -3.908510, 14.725410], [-20.780760, -6.803350, 14.773260], [-19.329680, -5.721050, 12.976170], [-26.408360, -9.766670, 11.219290], [-25.131630, -11.221830, 10.719790], [-25.568490, -8.045290, 11.676830], [-27.639130, -10.399300, 12.554680], [-27.134130, -9.586200, 10.426330], [-23.771210, -7.978930, 16.927010], [-24.071450, -8.348550, 15.044640], [-24.405810, -6.198270, 17.465190], [-21.882820, -8.294070, 17.408690], [-24.354760, -8.714850, 17.480180], [-18.134910, -15.685470, 17.094010], [-17.681260, -17.571050, 17.641290], [-19.506660, -15.765830, 15.624520], [-16.516550, -14.571680, 16.627120], [-18.580310, -15.144720, 17.929060], [-16.994650, -10.814040, 18.337110], [-16.670340, -11.200950, 20.298220], [-15.345160, -10.725140, 17.320580], [-17.868720, -9.043970, 18.358350], [-17.690890, -11.568620, 17.971120]],
  "forces_ev_per_angstrom": [[0.39, 0.12, 0.75], [0.04, 0.36, 1.46], [-2.72, -0.24, -0.38], [2.97, -0.22, -0.78], [-0.68, 0.07, -0.63], [-0.16, -0.13, 0.22], [0.29, 0.07, -0.75], [0.00, -0.24, -0.52], [-1.63, 1.54, 0.33], [0.15, -1.00, -0.06], [1.26, -1.10, -0.43], [-0.34, -0.07, -0.01], [0.26, 0.63, 0.01], [0.25, 0.25, 0.73], [-0.01, 0.12, -1.51], [-0.76, -1.40, 1.73], [2.02, 1.72, 0.78], [-1.36, 0.03, -1.50], [0.09, -0.13, -0.24], [-0.27, 0.07, 0.48], [0.22, -0.35, 0.17], [-0.22, -0.60, -0.43], [2.19, -0.60, 0.76], [-0.94, 1.02, -0.52], [-1.27, -0.03, 0.13], [0.09, -0.05, 0.03], [0.47, -0.22, 0.08], [-0.22, 0.38, 0.09], [0.44, -0.23, -0.72], [0.75, -1.38, -1.65], [-0.30, 1.52, 0.09], [-0.75, -0.72, 0.93], [0.50, -0.06, 0.32], [0.00, 0.59, 0.66], [-0.81, 0.37, 0.10], [0.17, -0.36, 0.26], [0.48, 1.20, -0.11], [-0.36, 0.45, 0.00], [-0.29, -0.90, -0.43], [0.03, -0.36, -0.07], [-0.49, 0.22, 0.14], [0.09, -0.27, 0.21], [-0.76, -0.15, 0.16], [0.62, -0.81, -1.19], [0.53, -0.31, -0.90], [-1.46, 1.51, 1.26], [0.67, -0.07, 0.34], [0.40, -0.10, 0.10], [0.00, -0.04, 0.17], [0.20, -1.13, -1.08], [-0.34, 2.21, 2.17], [2.09, -0.16, -0.91], [-0.18, -0.32, -0.04], [-0.76, 1.04, 0.60], [-0.53, 0.37, 0.30], [0.94, 0.96, -1.16], [0.90, -0.53, -0.81], [-0.87, -1.53, 1.05], [-0.60, -1.13, -0.75], [-0.04, 0.29, -0.08], [-0.14, -0.14, -0.28], [0.36, -0.35, -0.11], [-0.13, 0.22, 0.79], [0.39, 0.06, -0.04], [0.16, -0.19, 0.10], [-0.44, 0.34, -0.08], [0.06, 0.15, -0.18], [-0.31, 0.49, 0.14], [-0.18, -0.40, 0.33], [-0.34, 0.62, 0.06], [-0.07, -0.24, 0.07], [-0.45, -0.23, -0.26], [0.74, 0.36, 0.02], [-0.01, -0.11, 0.02], [-0.11, -0.30, -0.10], [-0.07, -0.04, -0.36], [-0.20, 0.17, 0.08], [0.18, -0.05, 0.02], [0.67, 0.12, 0.38], [-2.65, -1.80, 1.63], [1.12, 1.59, -0.63], [-0.84, -0.39, -1.00], [-0.02, -0.37, -1.35], [1.01, 1.29, 1.79], [0.54, -1.30, 0.37], [0.25, -0.06, -0.97], [-0.24, 1.09, -0.67], [0.59, -1.03, -0.97], [0.34, -0.36, -0.44], [-0.31, -0.48, 0.40], [0.50, 0.15, -0.01], [-0.17, 1.03, 0.47], [-0.14, 0.45, 0.26], [-0.17, -0.53, 0.06], [-0.02, 0.10, 0.58], [-0.10, 0.05, -0.02], [0.24, 0.04, -0.12], [0.18, 0.16, -0.05], [-0.23, -0.17, 0.49], [0.09, -0.38, -0.14], [-0.27, 0.18, -0.38], [-0.49, 0.01, 0.61], [0.64, 0.08, -0.08], [-0.10, -0.05, -0.21], [0.08, -0.22, 0.09], [-0.09, 0.18, -0.21], [-0.04, 0.61, 0.07], [0.42, 0.24, -0.63], [2.93, 0.02, -0.84], [0.91, 2.44, -0.44], [-0.98, 1.03, 0.90], [0.27, -0.91, 1.01], [-1.44, -1.47, 1.18], [-1.01, -0.49, -0.49], [-0.75, 0.85, 0.32], [-0.99, -0.06, 1.35], [0.43, -1.31, 0.29], [-0.41, -0.55, -0.35], [-0.44, -0.68, 0.17], [0.24, 0.59, -0.98], [-0.17, 0.20, -0.14], [0.17, 0.01, 0.14], [-0.39, 0.06, -0.23], [-0.13, 0.04, -0.67], [0.49, 0.50, 0.58], [-0.29, -0.25, -0.40], [0.51, 0.29, -0.68], [0.00, 0.06, -0.03], [0.14, -0.25, -0.38], [0.30, -0.43, 0.04], [-0.04, -0.12, 0.01], [0.11, -0.25, -0.10], [0.34, 0.02, 0.04], [0.29, -0.02, 0.41], [-0.57, 0.12, -0.12], [0.35, 0.27, 0.32], [-0.45, 0.40, 1.13], [-2.10, 0.77, -0.51], [0.66, -1.23, -0.46], [1.76, 0.63, -0.44], [0.50, -0.22, 0.08], [-0.04, -0.24, -0.24], [-0.86, 1.19, 0.29], [-0.17, -1.05, -0.18], [0.21, -0.03, 0.50], [0.90, 0.03, -0.35], [0.35, -0.15, 0.19], [-0.11, 0.32, 0.59], [0.35, -0.74, -0.29], [-1.11, -0.01, 0.23], [0.16, 0.32, -0.05], [0.42, -0.26, -0.69], [-0.24, 1.67, -0.37], [0.95, -0.29, 1.20], [-1.33, -1.09, 0.26], [-0.08, -0.37, -0.21], [0.20, 0.85, 1.34], [-0.03, -0.16, -1.36], [-0.66, -0.26, 0.34], [0.12, -0.68, -0.42], [0.14, 0.15, 0.04]],
  "lowdin_charge": [0.04, -0.47, 0.05, 0.10, 0.08, 0.09, 0.10, 0.04, -0.43, 0.05, 0.04, 0.08, 0.10, 0.10, 0.05, -0.38, 0.06, 0.02, 0.11, 0.06, 0.07, 0.06, -0.43, 0.06, 0.03, 0.10, 0.07, 0.08, 0.05, -0.42, -0.13, 0.04, 0.09, 0.11, 0.11, 0.03, -0.41, 0.02, 0.05, 0.09, 0.08, 0.10, 0.04, -0.40, 0.04, 0.05, 0.10, 0.08, 0.06, -0.28, 0.56, -0.29, -0.12, -0.13, -0.26, -0.07, -0.15, -0.28, -0.12, -0.16, 0.04, 0.07, 0.06, -0.04, 0.06, 0.06, 0.04, 0.07, 0.08, 0.07, 0.04, -0.01, 0.07, 0.02, 0.05, 0.07, 0.04, 0.01, -0.29, 0.61, -0.31, -0.10, -0.14, -0.29, -0.08, -0.15, -0.30, -0.09, -0.13, 0.06, 0.09, 0.07, 0.08, 0.08, 0.07, 0.07, 0.07, 0.05, 0.06, 0.08, 0.05, 0.07, 0.09, 0.07, 0.08, 0.07, 0.02, -0.30, 0.67, -0.29, -0.09, -0.13, -0.29, -0.12, -0.11, -0.29, -0.09, -0.15, 0.06, 0.07, 0.07, 0.08, 0.05, 0.07, 0.08, 0.02, 0.08, 0.08, 0.06, 0.08, 0.08, 0.05, 0.07, 0.07, 0.08, 0.07, -1.34, 0.53, 0.51, 0.56, -0.05, -1.53, 0.58, 0.57, 0.59, -0.04, -1.50, 0.62, 0.57, 0.54, -0.04, -1.39, 0.52, 0.58, 0.57, -0.07, -1.50, 0.50, 0.56, 0.51, -0.07],
  "largest_force_ev_per_a": 3.59,
  "total_energy_ev": -1169540.8249,
  "homo_lumo_gap_ev": 7.2020,
  "mol_weight_g_mol": 2228.55
}